P | The following is a DFT calculation (wB97M-V/def2-TZVPD) of a cluster of 2 separate species, C3H12NOS in total.

XYZ file:
```
18
Properties=species:S:1:pos:R:3
C 0.42511 -1.00632 -0.12355
C -0.85698 -0.09361 -0.04290
C -0.76463 0.93488 1.11249
S -2.33449 1.83447 1.26002
N 1.02366 -0.75412 -1.47357
H 1.08588 -0.67812 0.67678
H 0.17809 -2.04671 0.07831
H -1.69463 -0.76462 0.12516
H -1.01267 0.51885 -0.93744
H 0.11897 1.56496 0.93508
H -0.57734 0.36968 2.03201
H -2.29622 2.09388 2.62578
H 1.83970 -1.38159 -1.54671
H 0.34354 -0.92913 -2.20743
H 1.38320 0.19358 -1.56736
H 4.36365 -1.74189 -1.01878
H 3.87514 -3.14842 -1.50823
O 3.72439 -2.18354 -1.56190
```

As for the spin multiplicity: 1. The frontier orbital gap comes out at 8.78 eV. The value obtained for the molecular weight is 110.20 g/mol. Its net charge is +1.

Löwdin population analysis, charges in e, atoms 1 to 2:
1 C -0.13
2 C -0.26

***

Q | The following is a DFT calculation (wB97M-V/def2-TZVPD) of a cluster of 2 separate species, C3H12NOS in total.

XYZ file:
```
18
Properties=species:S:1:pos:R:3
C -0.66174 0.90992 0.16349
C -0.56489 -0.57035 -0.18070
C -1.06823 -1.43490 0.99007
S -0.67172 -3.16760 0.76495
N 0.06638 1.68797 -0.88646
H -1.70863 1.19000 0.18694
H -0.13502 1.06041 1.09578
H 0.46733 -0.88749 -0.33493
H -1.11993 -0.84155 -1.07300
H -2.14104 -1.32949 1.12509
H -0.58621 -1.09867 1.91236
H -1.84454 -3.60451 0.30129
H -0.04879 2.69526 -0.91923
H 1.07268 1.43210 -0.81626
H -0.07210 1.21862 -1.79424
H 3.49506 1.19680 -0.71442
H 2.77176 0.31860 0.26948
O 2.74962 1.22485 -0.09019
```

As for the spin multiplicity: 1. The frontier orbital gap comes out at 8.99 eV. The value obtained for the molecular weight is 110.20 g/mol. Its net charge is +1.

Löwdin population analysis, charges in e, atoms 1 to 2:
1 C -0.15
2 C -0.27

***

Computed stability ranking, most favorable first: Q, P